# 1
Here is C3H7NO2S in the gas phase at a distorted geometry from the OMol25 dataset. Energies are from ωB97M-V/def2-TZVPD.

Last column: Mulliken charge in e.
Cartesian coordinates (Å):
1 S 2.58930 -0.47622 -1.14522  -0.227
2 O -1.66334 -0.96491 1.20259  -0.602
3 O -2.09855 1.16934 1.70342  -0.468
4 N -1.24993 0.60038 -0.34857  -0.218
5 C 1.09102 -0.17678 -0.09492  -0.570
6 C -0.16078 -0.06697 -1.02096  -0.717
7 C -1.73027 0.20334 0.85570  0.637
8 H 0.90913 -0.95926 0.63495  0.381
9 H -0.46144 -1.08798 -1.25959  0.256
10 H -1.43668 1.57854 -0.53973  0.242
11 H -2.40275 0.68791 2.47607  0.339
12 H 3.39028 0.22572 -0.33769  0.128
13 H 0.04450 0.51416 -1.91490  0.478
14 H 1.14805 0.77272 0.43528  0.341

Forces on atoms 1 to 6 (eV/Å):
S -0.6 0.2 0.7
O -0.4 0.3 0.2
O -0.5 0.7 -0.6
N -1.2 1.7 0.4
C -0.6 0.4 -1.0
C 0.4 -0.6 0.8

Summary:
- net charge = 0
- F_max (eV/Å) = 2.7
- ΔE to the lowest compared entry with this formula, charge and spin (kcal/mol) = 6.72
- E_tot (Ha) = -721.951940
- HOMO level (Eh) = -0.3385

***

# 2
Here is a molecular structure, C30H27CoN2O6P2S at a distorted geometry from the OMol25 dataset. Energies are from ωB97M-V/def2-TZVPD.

Last column: Mulliken charge in e.
Cartesian coordinates (Å):
1 Co 0.47449 0.12756 -0.43050  -0.123
2 S -0.43607 0.65042 1.92187  0.620
3 P 1.54266 -3.48259 -3.08754  0.114
4 P 0.44004 -2.24153 -0.25425  2.056
5 O 0.30347 -2.38658 2.91978  -0.689
6 O -0.33518 2.05375 2.24557  -0.515
7 O 0.99632 0.10528 1.39844  -0.571
8 O 1.42489 -0.51367 -2.29053  -0.647
9 O -1.09096 0.46515 0.47724  -0.567
10 O 1.28125 3.70986 -0.77483  -0.624
11 N 1.41340 1.55925 -1.54398  -0.464
12 N 2.66466 1.04331 -3.45819  0.208
13 C 4.33058 -2.37863 0.93837  -0.813
14 C -0.67391 -5.07947 -4.04730  -0.189
15 C -2.83555 -4.06279 2.44151  -0.484
16 C -0.83046 -2.95294 0.83280  0.862
17 C 4.44336 -3.65395 1.47153  -0.615
18 C 4.08914 -4.30815 -2.30327  -0.094
19 C 3.33682 -4.49288 1.51881  -0.875
20 C 1.83584 0.68840 -2.44212  1.053
21 C 3.08346 0.05739 -4.45263  -0.739
22 C -0.73253 -2.89110 2.23769  0.216
23 C 4.66758 -6.43605 -1.34620  -0.501
24 C -1.97024 -3.54755 0.27314  -0.822
25 C 2.36716 -5.90198 -1.80015  -0.454
26 C 1.47005 -5.41017 -5.06513  -0.455
27 C -2.96313 -4.09946 1.05591  -0.842
28 C 2.74129 -4.65200 -2.29833  0.682
29 C 2.11653 -4.06400 1.02390  -0.014
30 C 5.05135 -5.19603 -1.83041  -0.578
31 C -1.21240 -6.05818 -4.87904  -0.666
32 C 0.67904 -4.75953 -4.11174  0.413
33 C 3.06570 2.37106 -3.53605  -0.075
34 C 1.72884 2.92259 -1.57466  0.453
35 C -1.73525 -3.46810 3.01931  -0.531
36 C -0.41104 -6.71693 -5.79542  -0.487
37 C 2.00495 -2.79188 0.47203  0.320
38 C 3.32081 -6.78545 -1.32433  -0.781
39 C 2.64535 3.29129 -2.66480  -0.780
40 C 0.93615 -6.38303 -5.89215  -0.631
41 C 0.24823 -3.32214 -1.74900  -2.495
42 C 3.11347 -1.94677 0.43714  -0.091
43 H 2.96387 4.32100 -2.73176  0.408
44 H 1.32248 -6.19816 -1.81018  0.370
45 H 5.18751 -1.71664 0.92312  0.442
46 H -1.33117 -4.57765 -3.34776  0.292
47 H -2.09066 -3.57923 -0.80176  0.425
48 H 6.09944 -4.92247 -1.85059  0.436
49 H 0.85910 -1.78659 2.39472  0.291
50 H -0.83111 -7.48378 -6.43396  0.371
51 H -3.83140 -4.54398 0.58889  0.429
52 H 3.73663 2.60164 -4.35313  0.371
53 H 3.03160 -0.93174 -4.00934  0.037
54 H 3.42182 -5.48400 1.94732  0.448
55 H -2.26467 -6.30442 -4.80373  0.408
56 H -3.60136 -4.49525 3.07404  0.382
57 H 5.39532 -3.99700 1.85870  0.410
58 H 5.41439 -7.13481 -0.98858  0.404
59 H 0.04016 -4.32168 -1.36952  1.017
60 H 1.56970 -6.88433 -6.61399  0.384
61 H 1.24862 -4.71330 1.07435  0.507
62 H -0.63309 -2.92446 -2.26038  1.031
63 H -1.62183 -3.41054 4.09548  0.458
64 H 4.38640 -3.33751 -2.68756  0.322
65 H 3.01292 -0.94997 0.02679  0.129
66 H 2.52261 -5.15570 -5.14267  0.349
67 H 3.01928 -7.75653 -0.94995  0.415
68 H 2.41954 0.07335 -5.31865  0.283
69 H 4.10191 0.27414 -4.76730  0.398

Forces on atoms 1 to 6 (eV/Å):
Co 0.7 -1.8 -0.4
S -0.6 0.0 1.2
P 0.1 -0.3 0.2
P -0.2 -0.2 0.2
O 0.3 0.3 0.2
O 0.1 0.0 -0.2

Summary:
- net charge = 0
- F_max (eV/Å) = 2.0
- ΔE to the lowest compared entry with this formula, charge and spin (kcal/mol) = 11.57
- E_tot (Ha) = -4184.005397
- HOMO level (spin up / spin down) (Eh) = -0.3154 / -0.3147

***

# 3
Here is 2 unconnected molecules or ions with the total composition C4H8O2 from the OMol25 dataset. Energies are from ωB97M-V/def2-TZVPD.

Last column: Mulliken charge in e.
Cartesian coordinates (Å):
1 O -0.26435 -0.14031 -0.91441  -0.254
2 O 0.87444 -2.49188 2.25720  -0.509
3 C 0.64631 -1.68978 1.37393  0.075
4 C -0.46983 0.91542 -1.84776  -0.638
5 C -0.58379 -0.89041 1.29733  -0.430
6 C -0.89857 -0.09151 0.26359  -0.054
7 H -0.27256 0.49001 -2.83386  0.227
8 H -1.20459 -0.85341 2.18631  0.285
9 H 0.78703 1.58660 0.63673  0.009
10 H -1.65117 0.69523 0.36786  0.346
11 H 0.64720 1.05762 1.13944  0.037
12 H 0.23022 1.73763 -1.66106  0.268
13 H -1.50002 1.29174 -1.81261  0.330
14 H 1.41755 -1.46564 0.60691  0.309

Forces on atoms 1 to 6 (eV/Å):
O 0.1 -0.1 0.2
O -0.1 0.3 -0.3
C -0.1 -0.2 0.1
C 0.0 0.1 -0.1
C -0.2 -0.1 -0.1
C -0.2 -0.2 0.1

Summary:
- net charge = 0
- F_max (eV/Å) = 0.7
- ΔE to the lowest compared entry with this formula, charge and spin (kcal/mol) = 75.75
- E_tot (Ha) = -307.591716
- HOMO level (Eh) = -0.3410

***

# 4
Here is a molecular structure, C24H26Br4N2O12P3Re at a distorted geometry from the OMol25 dataset. Energies are from ωB97M-V/def2-TZVPD.

Last column: Mulliken charge in e.
Cartesian coordinates (Å):
1 Re 0.73688 0.86503 0.69077  1.949
2 Br -1.71799 4.18620 -1.92603  -0.072
3 Br 3.17665 3.96395 -5.03229  -0.087
4 Br 0.00339 4.88590 -4.74325  -0.088
5 Br 4.62220 2.17785 -2.59450  -0.030
6 P 3.18880 -0.83904 2.25703  0.458
7 P -2.97562 -0.99059 -3.34180  1.010
8 P 2.62270 -1.78718 -0.32860  0.365
9 O 3.17551 -2.32806 -1.73113  -0.558
10 O -2.02476 -1.96996 -2.74741  -0.695
11 O -0.19441 1.53939 -0.92725  -0.250
12 O 1.97990 -2.99278 0.45547  -0.509
13 O -2.99557 -5.28980 4.19042  -0.469
14 O 2.15513 0.32874 1.97454  -0.667
15 O 1.68891 -0.56492 -0.54665  -0.340
16 O -1.22380 -6.14210 3.11992  -0.535
17 O 4.53530 0.12868 0.18847  -0.571
18 O 4.25455 -0.27781 3.25219  -0.514
19 O 2.50749 -2.07571 2.72864  -0.854
20 O 2.38537 1.90511 -0.23868  -0.719
21 N 0.13966 2.44119 1.73604  0.358
22 N -0.97434 0.19119 1.37576  0.451
23 C -2.15406 0.27054 -4.37130  -0.758
24 C 4.01386 -1.11120 0.66320  1.055
25 C -1.71858 -3.81573 2.69491  0.443
26 C 5.18591 -2.06815 0.69513  -1.761
27 C 0.26532 4.71156 2.44137  -0.891
28 C 0.54401 2.48520 -1.51318  0.450
29 C -1.88644 -1.35668 2.98046  -0.291
30 C 1.96149 2.37948 -1.42000  0.906
31 C -1.11722 4.66610 2.88533  -0.347
32 C -1.29933 -3.57107 1.34394  -1.036
33 C 0.89557 3.56851 2.02382  -0.128
34 C 2.81295 2.75037 -2.49743  -0.434
35 C -3.90092 0.01474 -2.16631  -0.842
36 C -1.85777 3.57152 2.57927  -1.116
37 C -0.00682 3.50411 -2.35144  -0.874
38 C -1.93592 -5.15347 3.28330  0.421
39 C -0.95825 -2.28082 0.93093  -0.204
40 C -1.29171 -1.12036 1.70623  -0.475
41 C -1.22253 2.42631 1.98338  0.617
42 C -2.06635 -2.68540 3.44648  -1.022
43 C 2.20216 3.48589 -3.50380  0.078
44 C -1.79718 1.19481 1.77222  -0.478
45 C -4.14940 -1.75797 -4.55045  -1.137
46 C 0.80977 3.89915 -3.36873  0.586
47 H -2.85448 0.99490 1.78591  0.712
48 H -1.50221 0.83996 -3.77310  -0.139
49 H 6.05728 -1.53275 1.13206  0.418
50 H -2.92795 3.53360 2.63819  0.464
51 H 5.46157 -2.42618 -0.33909  0.365
52 H 5.03053 -2.97682 1.28744  0.380
53 H -1.49515 5.50901 3.49746  0.423
54 H -1.24828 -4.37000 0.60935  0.492
55 H -2.44483 -2.78099 4.44964  0.549
56 H -3.58945 -2.36628 -5.24782  0.348
57 H -4.28775 -0.62184 -1.36615  0.323
58 H 0.77597 5.64965 2.46767  0.492
59 H -4.76685 -2.34355 -3.89778  0.368
60 H 3.82376 0.72330 -0.03235  0.441
61 H -4.69310 -0.98575 -5.12985  0.342
62 H -1.61516 -0.29084 -5.10353  0.389
63 H -2.84667 0.94827 -4.88330  0.362
64 H 2.03742 -2.88696 1.48219  0.483
65 H 4.38408 -0.76386 4.11578  0.412
66 H -3.18062 0.75560 -1.79223  0.086
67 H -0.60540 -2.08853 -0.08105  0.777
68 H -3.55497 -4.47585 4.10683  0.366
69 H -4.75698 0.50527 -2.69752  0.357
70 H 2.57523 -2.82093 -2.30299  0.387
71 H -2.17054 -0.55987 3.65383  0.537
72 H 2.00007 3.46873 1.92143  0.471

Forces on atoms 1 to 6 (eV/Å):
Re 3.0 -1.1 -0.2
Br 0.4 -0.5 -0.3
Br -0.3 0.0 0.3
Br 0.2 0.2 0.0
Br -0.9 0.3 0.4
P -1.9 0.6 0.6

Summary:
- net charge = +1
- F_max (eV/Å) = 3.7
- ΔE to the lowest compared entry with this formula, charge and spin (kcal/mol) = 18.40
- 2S+1 = 4
- E_tot (Ha) = -13340.990347
- HOMO level (spin up / spin down) (Eh) = -0.4127 / -0.3870

***

# 5
Here is C4H8O2 in the gas phase at a distorted geometry from the OMol25 dataset. Energies are from ωB97M-V/def2-TZVPD.

Last column: Mulliken charge in e.
Cartesian coordinates (Å):
1 O 1.37623 -2.58048 0.15175  -0.298
2 O -0.97225 0.09583 -0.24903  -0.276
3 C 0.28480 0.71191 -0.08661  -0.563
4 C 1.30239 -1.38242 0.69956  -0.618
5 C -2.04157 0.96257 0.03186  -0.708
6 C 1.34926 -0.33746 -0.36541  -0.129
7 H -2.01534 1.32173 1.07333  0.300
8 H -2.04397 1.83930 -0.63658  0.280
9 H 0.39768 1.09262 0.94218  0.346
10 H 2.33742 0.13596 -0.25969  0.300
11 H 1.34249 -3.07934 0.98245  0.497
12 H 1.25827 -0.74247 -1.38073  0.265
13 H -2.96508 0.39914 -0.12385  0.236
14 H 0.38966 1.56311 -0.77923  0.367

Forces on atoms 1 to 6 (eV/Å):
O -0.1 0.4 1.1
O 0.0 0.0 0.0
C 0.2 0.2 0.0
C 0.0 0.5 -0.4
C -0.3 0.1 0.0
C 0.0 0.0 0.0

Summary:
- net charge = 0
- F_max (eV/Å) = 1.2
- ΔE to the lowest compared entry with this formula, charge and spin (kcal/mol) = 87.48
- E_tot (Ha) = -307.573024
- HOMO level (Eh) = -0.3137

***

# 6
Here is C4H6N2O in the gas phase from the OMol25 dataset. Energies are from ωB97M-V/def2-TZVPD.

Last column: Mulliken charge in e.
Cartesian coordinates (Å):
1 O 0.78590 1.55143 1.33427  -0.616
2 N 1.26948 -0.44647 0.35953  -0.147
3 N -0.44395 0.87354 -0.52492  -0.363
4 C -1.50207 1.81771 -0.05786  -0.221
5 C -1.84082 0.58911 -0.07821  -0.232
6 C 0.89673 -1.56068 -0.48639  -0.766
7 C 0.55672 0.70428 0.48917  0.546
8 H -1.62007 2.88105 0.04380  0.347
9 H 0.53789 -1.18174 -1.44521  0.322
10 H 0.10929 -2.18322 -0.03805  0.239
11 H 1.96252 -0.58459 1.07909  0.233
12 H 1.77334 -2.18928 -0.66133  0.308
13 H -2.48495 -0.27112 -0.01389  0.350

Forces on atoms 1 to 6 (eV/Å):
O -0.1 -0.2 -0.3
N 0.0 0.2 0.2
N 0.3 0.0 0.0
C -0.2 -0.2 0.0
C -0.1 0.2 0.1
C -0.1 -0.1 -0.1

Summary:
- net charge = 0
- F_max (eV/Å) = 0.4
- ΔE to the lowest compared entry with this formula, charge and spin (kcal/mol) = 85.05
- E_tot (Ha) = -340.659378
- HOMO level (Eh) = -0.3186

***

Question: Look up the net charge of the first one.
Answer: 0

***

Question: Which of these has the lowest ΔE to the lowest compared entry with this formula, charge and spin?
Answer: C3H7NO2S

***

Question: The lowest E_tot belongs to which entry?
Answer: C24H26Br4N2O12P3Re